No. 1
Here is a molecular structure, C8H8BrHgO6P from the Open Molecules 2025 dataset. Energies are from ωB97M-V/def2-TZVPD.

```
! RIJCOSX wB97M-V def2-TZVPD def2/J DEFGRID3
* xyz 2 1
C 0.52 -3.12 0.19
C 0.85 -2.13 -1.04
O 2.10 -1.87 -1.25
O -0.22 -1.64 -1.79
C -0.41 -0.18 -1.56
C -1.36 0.09 -0.30
C -1.01 1.21 0.71
C -0.06 2.23 0.98
P 1.25 2.74 -0.25
O 2.42 1.51 -0.55
Br 0.05 3.05 -2.18
C -0.37 2.64 2.45
O 0.56 2.77 3.26
O -1.66 2.30 2.88
C -2.08 1.48 1.83
O -3.27 1.49 1.50
H 1.14 -4.08 0.10
H -0.60 -3.36 0.23
H 0.77 -2.61 1.19
H 0.62 0.27 -1.55
H -0.97 0.21 -2.48
H -1.15 -0.87 0.31
H -2.46 -0.01 -0.57
H 2.78 1.39 0.37
Hg 2.57 -3.52 -2.49
*
```

Properties
Molar mass, g/mol: 511.61
Orbital gap, eV: 2.22
Relative energy (zero: lowest compared OMol25 entry of this formula, charge and spin), kJ/mol: 278.06
HOMO level, eV: -15.29

No. 2
Here is a molecular structure, C3HN5S from the Open Molecules 2025 dataset. Energies are from ωB97M-V/def2-TZVPD.

```
! RIJCOSX wB97M-V def2-TZVPD def2/J DEFGRID3
* xyz 0 1
C 0.79 -0.09 0.34
C -0.64 0.32 0.33
C 0.99 0.78 1.33
N 0.86 -1.31 -0.24
N -1.29 -0.66 -0.31
N -0.86 1.44 0.99
N 0.29 1.86 1.60
N -0.37 -1.53 -0.68
S 0.62 1.31 -1.87
H -0.38 -2.12 -1.48
*
```

Properties
Molar mass, g/mol: 139.14
Orbital gap (spin up / spin down), eV: 7.24 / 7.32
Relative energy (zero: lowest compared OMol25 entry of this formula, charge and spin), kJ/mol: 354.75
HOMO level (spin up / spin down), eV: -9.81 / -9.81

No. 3
Here is 2 unconnected molecules or ions with the total composition C29H61N2OPS2 from the Open Molecules 2025 dataset. Energies are from ωB97M-V/def2-TZVPD.

```
! RIJCOSX wB97M-V def2-TZVPD def2/J DEFGRID3
* xyz 0 1
C -0.70 -1.31 5.11
C 0.80 -1.19 4.43
C 0.82 -2.04 3.03
C 1.37 -1.21 1.72
C 1.49 -2.34 0.49
C 1.57 -1.63 -0.99
C 0.26 -0.74 -1.40
C -1.05 -1.62 -1.87
N -2.27 -0.93 -1.31
C -3.47 -0.97 -2.23
C -4.30 -2.38 -2.26
C -5.88 -2.01 -2.02
C -6.26 -1.52 -0.50
C -6.70 0.08 -0.41
C -8.28 0.30 -0.01
C -9.34 0.10 -1.24
C -8.90 0.78 -2.66
C -2.59 -1.30 0.11
S -2.37 -2.81 0.86
S -3.33 0.07 1.20
C -3.16 1.67 0.24
C -1.74 2.46 0.64
C -2.23 3.71 1.64
P -2.71 2.94 3.32
H -1.35 -0.38 4.75
H -0.64 -1.36 6.30
H -1.23 -2.31 4.78
H 1.08 -0.05 4.33
H 1.55 -1.69 5.21
H -0.28 -2.37 2.81
H 1.47 -3.02 3.12
H 2.39 -0.73 2.00
H 0.62 -0.36 1.45
H 2.55 -2.86 0.68
H 0.59 -3.10 0.55
H 2.48 -0.86 -0.93
H 1.89 -2.39 -1.86
H 0.59 -0.08 -2.34
H -0.07 0.05 -0.58
H -0.98 -2.77 -1.66
H -1.12 -1.50 -3.05
H -3.18 -0.68 -3.35
H -4.21 -0.11 -1.87
H -3.88 -3.22 -1.56
H -4.21 -2.80 -3.37
H -6.62 -2.86 -2.37
H -6.11 -1.08 -2.73
H -7.19 -2.17 -0.15
H -5.38 -1.80 0.24
H -6.41 0.63 -1.42
H -6.07 0.63 0.43
H -8.38 1.43 0.37
H -8.55 -0.38 0.92
H -9.59 -1.04 -1.33
H -10.36 0.63 -0.91
H -8.50 -0.10 -3.35
H -9.84 1.33 -3.16
H -8.04 1.59 -2.55
H -3.12 1.54 -0.92
H -4.09 2.34 0.50
H -1.12 1.65 1.26
H -1.16 2.84 -0.30
H -3.19 4.21 1.15
H -1.33 4.47 1.75
H -1.58 2.18 3.80
H -3.11 3.99 4.27
H -3.84 2.03 3.27
C 6.54 1.98 1.32
C 6.11 1.72 -0.13
C 7.13 2.36 -1.11
C 8.49 1.68 -1.17
C 8.45 0.19 -0.85
C 7.07 -0.48 -1.06
N 6.07 0.25 -0.25
O 4.80 -0.29 -0.35
C 7.20 -1.93 -0.51
C 6.76 -0.57 -2.57
C 4.77 2.47 -0.37
H 5.82 1.57 2.03
H 6.62 3.06 1.53
H 7.51 1.54 1.56
H 6.71 2.38 -2.12
H 7.29 3.42 -0.85
H 8.91 1.83 -2.17
H 9.19 2.17 -0.48
H 9.22 -0.33 -1.44
H 8.75 0.06 0.20
H 7.38 -1.93 0.57
H 8.04 -2.45 -0.98
H 6.30 -2.53 -0.71
H 7.54 -1.13 -3.09
H 6.69 0.41 -3.05
H 5.81 -1.09 -2.76
H 4.90 3.55 -0.20
H 3.99 2.14 0.32
H 4.41 2.34 -1.39
*
```

Properties
Molar mass, g/mol: 548.93
Orbital gap, eV: 1.58
HOMO level, eV: -3.21

No. 4
Here is a single C3H10N2O molecule from the Open Molecules 2025 dataset. Energies are from ωB97M-V/def2-TZVPD.

```
! RIJCOSX wB97M-V def2-TZVPD def2/J DEFGRID3
* xyz 0 1
N 2.75 -0.32 0.17
C 1.60 0.55 0.06
N 0.38 -0.20 0.33
C -0.78 0.27 -0.40
C -2.05 -0.57 -0.13
O -3.22 0.26 0.09
H 3.61 -0.06 0.64
H 2.55 -1.23 0.57
H 1.76 1.29 0.85
H 1.49 1.06 -0.89
H 0.52 -1.17 0.06
H -0.99 1.31 -0.13
H -0.60 0.17 -1.48
H -2.37 -1.07 -1.04
H -1.79 -1.25 0.68
H -2.86 0.96 0.63
*
```

Properties
Structure (SMILES): NCNCCO
Molar mass, g/mol: 90.13
Orbital gap, eV: 9.93
Relative energy (zero: lowest compared OMol25 entry of this formula, charge and spin), kJ/mol: 186.13
HOMO level, eV: -8.87

No. 5
Here is a gas-phase ion, C5H8N3O5 (charge +1) from the Open Molecules 2025 dataset. Energies are from ωB97M-V/def2-TZVPD.

```
! RIJCOSX wB97M-V def2-TZVPD def2/J DEFGRID3
* xyz 1 1
C 2.89 -0.16 -0.12
C 1.24 1.05 0.69
C 0.31 0.20 -0.02
C -0.16 -1.10 0.62
C -0.96 0.92 -0.50
N 2.21 -0.66 -1.08
N 4.23 -0.65 0.25
N 1.65 2.24 0.01
O 4.84 -0.02 1.07
O 4.48 -1.63 -0.31
O 0.91 3.12 0.40
O 2.53 2.24 -0.81
O 0.96 -0.18 -1.30
H 1.48 0.85 1.72
H -0.93 -1.63 0.09
H -0.46 -1.01 1.64
H 0.66 -1.77 0.58
H -1.35 0.30 -1.31
H -0.79 2.05 -0.85
H -1.77 0.74 0.31
H 2.52 -1.09 -1.93
*
```

Properties
Molar mass, g/mol: 190.14
Orbital gap, eV: 9.42
Relative energy (zero: lowest compared OMol25 entry of this formula, charge and spin), kJ/mol: 0.00
HOMO level, eV: -15.38

No. 6
Here is a single C5H8O2 molecule from the Open Molecules 2025 dataset. Energies are from ωB97M-V/def2-TZVPD.

```
! RIJCOSX wB97M-V def2-TZVPD def2/J DEFGRID3
* xyz 0 1
C -2.06 -0.30 0.31
C -0.84 -0.72 -0.49
O -0.36 0.26 -1.42
C 0.46 -0.01 -0.34
C 2.17 -0.32 -0.38
O 2.23 0.32 0.87
C 0.96 0.96 0.69
H -2.21 -0.95 1.17
H -1.95 0.74 0.66
H -2.97 -0.35 -0.31
H -0.89 -1.74 -0.89
H 1.55 -1.20 -0.48
H 2.47 0.32 -1.20
H 1.06 1.93 0.18
H 0.43 1.04 1.63
*
```

Properties
Structure (SMILES): C[C@H]1OC12COC2
Molar mass, g/mol: 100.12
Orbital gap, eV: 9.71
Relative energy (zero: lowest compared OMol25 entry of this formula, charge and spin), kJ/mol: 489.75
HOMO level, eV: -8.75

No. 7
Here is a molecular structure, C32H31N4O5SZr from the Open Molecules 2025 dataset. Energies are from ωB97M-V/def2-TZVPD.

```
! RIJCOSX wB97M-V def2-TZVPD def2/J DEFGRID3
* xyz -1 1
Zr -0.15 -0.71 -0.11
N 1.37 -3.17 -4.16
C 1.04 -2.62 -2.93
S -0.59 -2.35 -2.58
N 2.08 -2.37 -2.18
N 1.79 -1.82 -0.96
C 2.84 -1.42 -0.34
C 3.00 -0.99 1.04
C 4.29 -0.63 1.45
C 4.59 -0.38 2.77
C 3.58 -0.53 3.73
C 2.30 -0.89 3.36
C 1.97 -1.08 2.01
O 0.74 -1.35 1.64
H 0.62 -3.68 -4.59
H 2.28 -3.62 -4.17
H 3.78 -1.48 -0.90
H 5.07 -0.56 0.70
H 5.59 -0.09 3.07
H 3.80 -0.37 4.78
H 1.51 -0.99 4.09
C -2.07 -0.80 2.63
N -2.22 -0.33 1.24
C -2.61 1.08 1.26
C -3.29 -1.13 0.60
C -2.79 -2.53 0.45
C -3.62 -3.64 0.65
C -3.08 -4.91 0.60
C -1.72 -5.07 0.37
C -0.92 -3.96 0.15
C -1.43 -2.65 0.17
H -3.03 -0.66 3.15
H -1.30 -0.23 3.13
H -1.81 -1.85 2.64
H -3.59 1.19 1.76
H -2.68 1.46 0.25
H -1.87 1.65 1.82
H -3.51 -0.67 -0.37
H -4.19 -1.08 1.22
H -4.67 -3.49 0.86
H -3.72 -5.78 0.76
H -1.29 -6.06 0.35
H 0.14 -4.12 -0.06
C 1.95 2.31 4.42
C 1.01 2.07 3.25
O 0.12 1.25 3.37
C 1.16 2.88 2.02
C 1.74 4.16 2.14
C 1.84 5.04 1.09
C 1.35 4.63 -0.16
C 0.82 3.38 -0.31
C 0.72 2.44 0.75
O 0.28 1.26 0.43
H 1.75 1.55 5.17
H 1.79 3.29 4.87
H 2.99 2.25 4.10
H 2.11 4.47 3.11
H 2.27 6.02 1.22
H 1.41 5.29 -1.01
H 0.47 3.03 -1.28
O -1.67 0.21 -1.51
C -0.80 0.49 -2.39
O 0.42 0.30 -2.13
C -1.20 1.06 -3.70
C -0.24 1.29 -4.68
C -0.61 1.82 -5.90
C -1.94 2.11 -6.16
C -2.91 1.88 -5.19
C -2.54 1.35 -3.96
H 0.79 1.04 -4.46
H 0.14 1.99 -6.67
H -2.23 2.52 -7.12
H -3.95 2.11 -5.39
H -3.27 1.16 -3.19
*
```

Properties
Molar mass, g/mol: 674.91
Orbital gap, eV: 7.03
Relative energy (zero: lowest compared OMol25 entry of this formula, charge and spin), kJ/mol: 67.37
HOMO level, eV: -4.30

No. 8
Here is a molecular structure, C40H42F4N4SZn from the Open Molecules 2025 dataset. Energies are from ωB97M-V/def2-TZVPD.

```
! RIJCOSX wB97M-V def2-TZVPD def2/J DEFGRID3
* xyz 0 1
Zn 0.34 0.08 0.76
C -1.14 1.91 3.82
C 0.17 2.70 3.83
C 0.22 3.68 2.66
C 1.34 1.75 4.05
C 1.59 1.50 5.40
C 2.65 0.72 5.81
C 3.50 0.21 4.85
C 3.29 0.41 3.49
C 4.42 -0.12 2.61
C 5.40 1.02 2.27
C 4.04 -0.86 1.34
C 2.14 1.12 3.08
N 1.77 1.21 1.71
C 2.30 2.20 0.97
C 3.21 3.17 1.46
C 3.74 4.13 0.65
C 3.40 4.22 -0.70
C 2.47 3.32 -1.21
C 1.96 2.36 -0.38
F 0.99 1.48 -0.90
H -2.00 2.59 3.81
H -1.21 1.27 4.69
H -1.18 1.29 2.93
H 0.15 3.33 4.73
H 0.14 3.17 1.70
H 1.15 4.25 2.67
H -0.61 4.37 2.74
H 0.94 1.95 6.13
H 2.83 0.55 6.86
H 4.36 -0.37 5.17
H 4.97 -0.84 3.24
H 5.00 1.66 1.50
H 6.35 0.61 1.92
H 5.60 1.63 3.15
H 3.52 -0.20 0.65
H 3.42 -1.71 1.57
H 4.95 -1.22 0.86
H 3.46 3.14 2.51
H 4.45 4.83 1.06
H 3.83 4.98 -1.33
H 2.15 3.36 -2.24
F 3.10 -6.19 -1.24
C 3.65 -5.00 -1.52
F 4.83 -4.96 -0.86
F 3.95 -5.01 -2.83
C 2.79 -3.83 -1.11
C 1.94 -3.95 -0.02
C 1.28 -2.82 0.42
N 1.42 -1.63 -0.16
C 2.18 -1.54 -1.24
C 2.89 -2.61 -1.75
H 1.81 -4.89 0.49
H 0.63 -2.85 1.27
H 2.23 -0.56 -1.70
H 3.51 -2.49 -2.63
C -2.70 2.11 -3.56
N -1.68 1.13 -3.27
C -1.91 -0.08 -2.73
N -3.18 -0.51 -2.60
S -0.64 -1.08 -2.33
H -2.23 2.98 -4.00
H -3.22 2.41 -2.65
H -3.42 1.71 -4.28
H -0.71 1.39 -3.34
H -3.94 0.15 -2.61
H -3.31 -1.34 -2.05
C -5.19 -2.03 4.69
C -4.94 -0.74 4.26
C -3.87 -0.47 3.43
C -3.00 -1.49 3.04
C -3.25 -2.78 3.51
C -4.35 -3.06 4.31
C -1.77 -1.24 2.27
C -1.57 -0.37 1.27
C -2.69 0.36 0.67
C -3.91 -0.27 0.40
C -4.97 0.43 -0.14
C -4.84 1.78 -0.42
C -3.63 2.41 -0.19
C -2.56 1.71 0.32
H -6.04 -2.23 5.34
H -5.57 0.07 4.59
H -3.68 0.54 3.10
H -2.56 -3.58 3.25
H -4.53 -4.07 4.65
H -0.93 -1.81 2.63
H -4.02 -1.33 0.61
H -5.90 -0.07 -0.33
H -5.67 2.34 -0.83
H -3.52 3.47 -0.41
H -1.61 2.21 0.49
*
```

Properties
Molar mass, g/mol: 752.25
Orbital gap, eV: 7.02
HOMO level, eV: -7.14

No. 9
Here is a molecular structure, C15H36O9P2S2TeV from the Open Molecules 2025 dataset. Energies are from ωB97M-V/def2-TZVPD.

```
! RIJCOSX wB97M-V def2-TZVPD def2/J DEFGRID3
* xyz 0 2
V 0.57 1.91 -1.56
C -1.90 3.17 1.10
C -2.22 1.72 0.76
C -3.65 1.36 1.13
O -1.38 0.81 1.53
P 0.19 0.75 1.43
O 0.86 1.84 0.71
C 0.59 -0.92 0.79
P -0.05 -1.16 -0.91
O 0.28 -0.08 -1.84
O -1.59 -1.46 -0.80
C -2.14 -2.75 -0.46
C -2.59 -3.43 -1.75
C -3.31 -2.52 0.49
O 0.59 -2.56 -1.36
C 1.94 -2.53 -1.85
C 2.61 -3.80 -1.35
C 1.93 -2.43 -3.37
O 0.80 0.71 2.89
C 0.25 0.32 4.15
C -0.55 -0.96 4.05
C -0.57 1.47 4.71
H -2.61 3.82 0.61
H -0.90 3.43 0.73
H -1.94 3.31 2.18
H -2.06 1.55 -0.31
H -3.81 1.47 2.20
H -3.86 0.33 0.85
H -4.33 2.02 0.60
H 0.20 -1.69 1.45
H 1.69 -1.00 0.76
H -1.36 -3.34 0.03
H -3.34 -2.82 -2.24
H -3.01 -4.41 -1.53
H -1.74 -3.55 -2.41
H -4.08 -1.94 0.00
H -2.98 -1.99 1.38
H -3.73 -3.48 0.79
H 2.45 -1.64 -1.44
H 2.09 -4.66 -1.77
H 2.57 -3.86 -0.27
H 3.65 -3.83 -1.66
H 1.38 -3.28 -3.78
H 2.95 -2.45 -3.74
H 1.46 -1.50 -3.67
H 1.14 0.16 4.78
H -1.37 -0.83 3.34
H -0.97 -1.20 5.03
H 0.08 -1.79 3.74
H -1.45 1.63 4.09
H 0.03 2.38 4.71
H -0.88 1.25 5.73
O -1.20 4.75 -3.16
S -0.53 3.63 -2.56
O -1.41 2.54 -2.09
O 0.36 3.97 -1.42
S 0.76 2.65 -3.76
C 4.56 1.07 -2.46
Te 3.07 1.48 -0.93
C 3.49 3.59 -1.02
H 4.24 1.50 -3.41
H 4.68 -0.01 -2.58
H 5.51 1.49 -2.16
H 4.49 3.82 -0.67
H 2.73 4.07 -0.40
H 3.34 3.89 -2.05
*
```

Properties
Molar mass, g/mol: 665.07
Orbital gap (spin up / spin down), eV: 6.53 / 6.00
Relative energy (zero: lowest compared OMol25 entry of this formula, charge and spin), kJ/mol: 93.06
HOMO level (spin up / spin down), eV: -6.52 / -5.99